Record 1
62
Properties=species:S:1:pos:R:3:forces:R:3:nbo_charge:R:1 method="wB97M-V/def2-TZVPD" max_force_ev_per_a=3.8 lumo_energy_ev="0.11 / 0.11" orbital_gap_ev="7.9 / 7.5" homo_ev="-7.82 / -7.34" total_energy_ha=-6262.1382 spin_multiplicity=3
V 0.557032 0.791153 0.570162 0.7 -0.4 -1.2 1.064
N -0.269019 3.384705 2.554901 -0.1 -0.2 -0.1 -0.768
C 0.129266 3.653696 1.307125 -0.1 1.2 0.3 0.330
N 0.499714 2.775871 0.411589 0.0 0.7 0.4 -0.604
C 0.970887 3.368640 -0.737735 0.1 1.3 -0.2 0.092
C 0.914114 4.723662 -0.751369 -0.1 -0.6 0.1 -0.409
S 0.271414 5.308120 0.744104 0.0 -0.5 0.0 0.397
C 1.545182 2.430371 -1.668031 0.6 0.1 -1.0 0.176
C 2.228637 2.608491 -2.828905 -0.3 -0.2 0.4 -0.426
S 2.810197 1.090457 -3.407201 -0.2 0.0 0.4 0.426
C 2.111432 0.307346 -2.014486 0.3 0.5 -0.8 0.310
N 1.476751 1.133573 -1.231619 0.2 -0.4 -0.6 -0.563
N 2.161868 -1.031593 -1.841729 -0.1 -0.3 0.4 -0.792
H -0.427372 2.406861 2.784676 0.0 0.4 0.2 0.441
H -0.671461 4.104280 3.128418 0.0 0.0 -0.1 0.409
H 1.208471 5.398081 -1.526684 0.1 0.1 -0.2 0.250
H 2.459723 3.519266 -3.340013 0.0 0.2 -0.1 0.248
H 2.898717 -1.530745 -2.315769 -0.1 0.1 0.0 0.403
H 2.026364 -1.288463 -0.864736 0.2 -0.1 -0.2 0.432
O 1.921950 1.561220 2.768551 -0.3 -0.4 -0.9 -1.022
As 2.650243 0.000832 2.326775 1.7 -0.8 1.8 2.418
O 4.213182 0.099185 2.696540 0.6 -0.2 0.4 -1.126
O 2.279110 -0.096402 0.714308 -0.3 -0.1 -0.5 -1.162
C 1.810053 -1.539873 3.162171 0.1 0.4 -0.7 -0.457
C 2.474865 -2.239316 4.152836 0.1 0.3 0.1 -0.169
C 1.925118 -3.406973 4.651677 0.0 -0.1 0.0 -0.219
C 0.703430 -3.850997 4.170207 0.0 0.0 0.1 -0.184
C 0.039713 -3.158525 3.172822 0.0 0.1 -0.5 -0.264
C 0.622856 -2.022290 2.623570 1.0 -1.0 0.9 0.357
S -1.034950 -0.205489 2.529012 -2.7 -0.8 2.6 1.797
O -0.253260 0.198233 3.690577 -0.2 0.0 -0.1 -0.943
O -1.081037 0.962333 1.581058 -0.4 0.1 0.5 -0.998
O -0.012915 -1.312099 1.653746 -0.2 1.1 -0.3 -0.727
H 2.150844 1.765043 3.675803 0.0 0.1 0.4 0.518
H 3.406524 -1.832138 4.529213 0.0 -0.1 0.0 0.245
H 2.447300 -3.973381 5.407414 0.0 0.0 0.1 0.220
H 0.246475 -4.738118 4.583762 0.0 -0.1 0.0 0.218
H -0.915868 -3.495076 2.796527 -0.1 0.0 -0.1 0.234
C -3.311994 -3.763329 0.025435 -0.1 0.0 0.1 -0.219
C -2.067607 -3.664123 -0.575927 0.1 -0.1 -0.1 -0.208
C -1.502056 -2.421233 -0.797202 0.0 0.0 0.0 -0.228
C -2.163149 -1.251405 -0.429376 0.1 0.4 -0.2 -0.365
C -3.388203 -1.375360 0.220355 0.0 0.1 -0.1 -0.220
C -3.962809 -2.614785 0.442851 -0.1 -0.1 0.1 -0.219
Si -1.435116 0.470443 -0.797043 -0.6 -0.3 -1.3 0.894
C -1.233591 0.767990 -2.675957 -0.3 -0.3 0.4 -0.363
C -1.724523 1.945365 -3.231973 -0.1 0.1 0.1 -0.227
C -1.565181 2.234909 -4.574749 0.0 0.1 -0.1 -0.219
C -0.891317 1.351295 -5.400102 0.0 0.0 -0.1 -0.225
C -0.388155 0.177749 -4.866435 0.0 -0.1 -0.1 -0.207
C -0.565160 -0.108461 -3.524162 0.0 -0.1 0.0 -0.249
H -3.776942 -4.729680 0.155788 0.0 -0.1 0.1 0.210
H -1.547929 -4.560696 -0.883982 0.1 -0.1 0.0 0.208
H -0.527061 -2.359143 -1.264278 0.1 0.0 -0.1 0.200
H -3.909489 -0.483938 0.540583 -0.1 0.1 0.0 0.211
H -4.927423 -2.687042 0.926003 -0.1 0.0 0.0 0.210
H -2.581581 1.391003 -0.487881 0.3 0.0 0.0 -0.173
H -2.250268 2.645308 -2.598280 -0.1 0.1 0.1 0.207
H -1.972325 3.148912 -4.982141 0.0 0.1 0.0 0.207
H -0.770067 1.567910 -6.451369 0.0 0.0 -0.1 0.209
H 0.143690 -0.516675 -5.499694 0.0 -0.1 -0.1 0.206
H -0.177294 -1.034960 -3.129729 0.1 -0.2 0.0 0.209

---

Record 2
64
Properties=species:S:1:pos:R:3:forces:R:3:nbo_charge:R:1 method="wB97M-V/def2-TZVPD" max_force_ev_per_a=5.3 lumo_energy_ev="-1.57 / -3.77" orbital_gap_ev="5.3 / 5.2" homo_ev="-6.86 / -8.92" total_energy_ha=-2291.2970 spin_multiplicity=6
Ru -0.685948 -16.587369 -7.936399 -2.1 -2.3 -1.0 0.804
C 1.615273 -15.284401 -11.447227 0.7 -0.6 0.2 -0.685
C 0.561655 -15.542427 -10.444380 -0.1 -1.2 3.2 0.205
N 0.699496 -16.436220 -9.413211 1.5 1.0 -4.2 -0.043
O 1.724440 -17.302511 -9.654485 -0.7 0.2 0.5 -0.523
B 2.228951 -18.407017 -8.701335 1.0 2.4 1.0 1.259
F 2.825036 -19.328158 -9.473771 -0.2 -0.6 -0.5 -0.506
F 3.134823 -17.774965 -7.841590 -0.2 -0.4 -0.3 -0.540
O 1.141337 -18.953273 -7.831364 0.1 -0.3 0.0 -0.476
N -0.079095 -18.543009 -8.090678 1.7 0.3 1.0 -0.023
C -0.798257 -19.447823 -8.786072 -5.1 -0.1 -1.5 0.149
C -0.307752 -20.801657 -9.172572 0.3 0.2 1.5 -0.654
C -2.108758 -18.941111 -9.109369 3.5 -3.7 0.8 0.214
N -2.271996 -17.694904 -8.632091 -1.5 2.2 -0.4 -0.074
O -3.483194 -17.197466 -8.767009 -0.3 0.1 -0.5 -0.453
B -3.639772 -15.985725 -9.707214 2.0 0.3 -0.4 1.266
F -4.874936 -15.523255 -9.667232 -0.8 0.2 0.2 -0.491
F -3.162748 -16.337851 -10.985421 -0.4 -0.4 0.4 -0.550
O -2.655387 -14.880694 -9.252485 -1.2 0.0 1.1 -0.520
N -1.392350 -15.296833 -9.286498 0.3 2.0 -2.1 -0.072
C -0.698284 -14.805538 -10.318496 0.2 -1.0 2.7 0.285
C -1.201761 -13.613426 -11.050521 -1.4 -0.3 0.0 -0.685
C -3.224111 -19.744812 -9.658300 1.0 0.3 -0.5 -0.662
H 2.233207 -16.198269 -11.597130 -0.5 0.7 0.1 0.278
H 2.301160 -14.511431 -11.000121 -0.7 -0.4 -0.8 0.260
H 1.144584 -15.005826 -12.393595 0.4 0.3 0.1 0.237
H 0.554410 -20.681991 -9.811677 0.4 -0.3 -0.1 0.255
H -1.097001 -21.296315 -9.678685 -0.5 -0.4 -0.7 0.222
H -0.090695 -21.443073 -8.279744 0.2 0.7 -0.7 0.248
H -2.156015 -13.945755 -11.545984 0.8 0.6 0.3 0.279
H -0.489477 -13.247230 -11.765057 0.3 0.0 -0.4 0.233
H -1.459946 -12.770961 -10.347614 0.2 -1.1 -0.5 0.266
H -3.963454 -19.850130 -8.898193 -0.6 -0.4 0.7 0.251
H -2.821421 -20.698297 -10.000748 -0.5 0.1 0.1 0.226
H -3.705836 -19.217566 -10.458591 -0.2 0.2 -0.6 0.252
C 0.399574 -15.636734 -6.796216 2.1 1.2 1.4 -0.202
C 1.256838 -15.163059 -6.027749 -0.5 -0.3 -0.2 0.196
C 2.249770 -14.700804 -5.158041 -0.7 0.9 -0.1 -0.045
C 2.016219 -13.443084 -4.467974 -0.3 1.0 0.6 -0.109
C 2.875548 -12.852865 -3.498663 -0.5 0.2 0.4 -0.189
C 2.474139 -11.713013 -2.751049 0.7 -0.4 -0.4 -0.214
C 1.249387 -11.087872 -3.009507 -0.1 0.3 -0.4 -0.207
C 0.431254 -11.610268 -4.028834 0.3 -0.4 0.1 -0.217
C 0.794104 -12.754987 -4.715551 0.3 -0.8 -0.6 -0.175
C 3.428308 -15.483960 -5.019516 1.3 -0.9 -0.6 -0.002
C 4.685306 -14.840303 -4.884326 -0.7 -0.3 0.5 -0.224
C 5.791455 -15.565854 -4.574158 1.8 -2.1 0.5 -0.223
C 5.737388 -17.022106 -4.477267 -0.1 0.8 0.2 -0.195
C 4.539759 -17.666593 -4.830737 0.9 0.9 0.0 -0.201
C 3.418112 -16.890847 -5.143752 1.5 0.4 0.5 -0.191
H 3.852971 -13.303140 -3.316335 -0.5 0.2 0.3 0.221
H 3.195260 -11.301369 -2.008946 -0.8 -0.3 -0.6 0.220
H 0.928771 -10.135762 -2.535495 0.4 -0.9 -0.1 0.220
H -0.505483 -11.142548 -4.285259 -0.1 0.2 0.1 0.218
H 0.190395 -13.224989 -5.524120 0.0 0.8 0.8 0.217
H 4.748650 -13.767612 -4.979975 0.0 0.0 -0.1 0.217
H 6.763982 -15.041474 -4.408746 -0.9 -0.6 -0.2 0.217
H 6.597584 -17.645947 -4.113529 -0.8 1.0 -0.6 0.218
H 4.506551 -18.759595 -4.928101 -0.1 0.6 0.1 0.221
H 2.624026 -17.431228 -5.555466 -1.6 -0.3 -0.2 0.229
F -2.315193 -16.132096 -5.465266 0.8 -0.9 -0.5 -0.356
C -1.621756 -17.182723 -6.064252 0.0 1.1 0.9 0.819
F -0.631532 -17.569908 -5.206788 -0.6 0.1 -0.1 -0.350
F -2.509172 -18.205021 -6.055937 0.3 0.1 -0.4 -0.345

---

Record 3
55
Properties=species:S:1:pos:R:3:forces:R:3:lowdin_charge:R:1 method="wB97M-V/def2-TZVPD" max_force_ev_per_a=2.9 lumo_energy_ev="-3.21 / -6.65" orbital_gap_ev="6.2 / 4.4" homo_ev="-9.39 / -11.07" total_energy_ha=-1557.3386 total_charge=+1 spin_multiplicity=5
Pt 0.731046 -3.007953 -0.796552 -0.7 -0.2 1.1 1.375
O -3.710398 -2.999157 -1.452656 -0.1 0.0 -0.2 0.123
C -4.055506 -3.012239 -0.170579 0.2 0.0 0.4 -0.231
C -5.415790 -2.945464 0.131040 -0.1 0.0 -0.1 0.009
C -5.841523 -2.956059 1.438406 0.2 0.0 -0.1 -0.033
C -4.916564 -3.023568 2.492778 0.1 0.0 0.1 -0.063
C -3.577295 -3.079887 2.223816 -0.1 0.0 0.1 -0.016
C -3.102178 -3.077770 0.892671 -0.2 -0.1 -0.3 -0.067
C -1.701105 -3.140478 0.621369 0.2 0.0 -0.2 -0.346
O -1.262905 -3.269853 -0.613698 0.0 0.2 0.0 -0.207
N -0.846544 -3.066333 1.665097 -0.2 0.1 1.2 0.127
N 0.397077 -3.073342 1.356635 0.0 -0.2 -2.9 -0.118
C 1.457042 -2.876953 2.204083 0.5 0.2 1.1 -0.028
C 2.799119 -2.879816 1.793919 -0.3 -0.1 0.1 -0.132
C 3.756996 -2.763063 2.815836 -0.6 0.0 -0.1 0.030
C 5.142918 -2.863469 2.599806 0.6 -0.1 -0.5 0.002
C 5.644322 -3.102920 1.333996 0.1 0.1 0.5 -0.040
C 4.746423 -3.196669 0.281024 0.0 0.1 -0.1 0.079
C 3.342311 -3.039208 0.441370 -0.1 0.1 -0.2 -0.273
O 2.693679 -3.020901 -0.682129 0.7 0.0 0.2 -0.159
H -2.747499 -3.106916 -1.532735 0.1 0.0 0.0 0.088
H -6.110830 -2.890923 -0.695635 0.0 0.0 0.0 0.130
H -6.900429 -2.915394 1.654673 0.0 0.0 0.0 0.118
H -5.261649 -3.029480 3.517044 0.0 0.0 0.0 0.111
H -2.852422 -3.130859 3.022727 0.0 0.0 0.0 0.112
H 1.244064 -2.731250 3.259084 -0.1 0.0 -0.1 0.134
H 3.391962 -2.609400 3.823268 0.1 0.0 0.0 0.128
H 5.821992 -2.762975 3.436044 -0.1 0.0 0.0 0.128
H 6.705853 -3.190684 1.158129 0.0 0.0 0.0 0.121
H 5.099235 -3.355593 -0.730267 -0.1 0.0 0.0 0.142
C -0.930754 5.588693 -0.828601 0.0 -0.1 -0.1 -0.042
C -0.133253 4.809866 -1.888289 0.0 0.2 0.1 -0.561
C 1.135884 5.596534 -2.254433 -0.1 -0.1 0.0 -0.042
C -0.997750 4.682509 -3.143292 0.1 0.0 0.1 -0.066
C 0.266969 3.451977 -1.317242 0.0 -0.1 0.0 -0.154
C 1.063859 3.397751 -0.164077 -0.1 0.1 -0.1 -0.018
C 1.488436 2.211597 0.416152 0.1 -0.3 0.1 0.029
C 1.088306 1.046464 -0.199696 -0.3 0.4 -0.6 -0.181
O 1.363757 -0.273120 0.114931 0.2 -0.4 0.2 0.159
B 0.724597 -1.005461 -0.862374 0.0 0.4 0.2 -0.616
O 0.065527 -0.217792 -1.760229 -0.3 -0.4 -0.3 0.186
C 0.298225 1.082031 -1.339489 0.4 0.2 0.5 -0.163
C -0.129044 2.255748 -1.917022 0.0 -0.1 -0.1 0.079
H -1.234357 6.556230 -1.232117 0.0 0.0 0.0 0.089
H -0.339229 5.767738 0.069052 0.0 0.0 0.0 0.078
H -1.827703 5.035388 -0.544787 0.0 0.0 0.0 0.092
H 0.858813 6.565018 -2.674336 0.0 0.0 0.0 0.089
H 1.721102 5.052613 -2.998038 0.0 0.0 0.0 0.092
H 1.767465 5.773798 -1.384022 0.0 0.0 0.0 0.078
H -1.255930 5.677017 -3.507787 0.0 0.0 0.0 0.090
H -1.929486 4.153833 -2.933900 0.0 0.0 0.0 0.089
H -0.465152 4.164759 -3.943063 0.0 0.0 0.0 0.089
H 1.371979 4.325197 0.299989 0.0 0.0 0.0 0.113
H 2.101485 2.198751 1.307228 0.0 0.0 0.0 0.125
H -0.745126 2.221434 -2.803136 0.0 0.0 0.0 0.124